Entry from the OMol25 dataset: 2 unconnected molecules or ions with the total composition C22H21O5 in a non-equilibrium geometry (ωB97M-V/def2-TZVPD).

Each line ends with the Mulliken charge.
CARTESIAN COORDINATES (ANGSTROEM)
C  -3.589  -1.458  1.245  -1.34
C  -2.101  -1.211  1.407  0.75
C  -1.704  0.160  1.392  -0.68
C  -0.502  0.661  1.956  1.19
C  0.606  -0.133  2.397  -0.50
C  1.784  0.487  2.796  -0.35
C  1.879  1.885  2.834  -0.46
C  0.754  2.668  2.530  -0.50
C  -0.415  2.073  2.113  -0.68
O  -1.293  -2.151  1.538  -0.81
H  -4.047  -0.827  0.470  0.24
H  -3.770  -2.516  1.019  0.25
H  -4.054  -1.230  2.222  0.42
H  -2.454  0.915  1.116  -0.11
H  0.492  -1.218  2.387  0.41
H  2.656  -0.122  3.045  0.33
H  2.828  2.365  3.072  0.33
H  0.805  3.752  2.578  0.35
H  -1.315  2.655  1.885  0.27
C  -3.461  -2.351  -4.715  -1.46
C  -3.884  -2.562  -3.273  1.55
C  -5.266  -3.233  -3.196  -1.74
O  -2.921  -3.429  -2.626  -0.34
C  -1.698  -2.873  -2.300  0.04
O  -0.707  -3.567  -2.182  -0.67
C  -1.634  -1.411  -2.122  0.97
C  -0.409  -0.852  -1.906  -0.41
C  -0.073  0.542  -2.077  0.68
C  -0.583  1.366  -3.113  -0.23
C  -0.198  2.704  -3.183  -0.60
C  0.636  3.262  -2.214  -0.55
C  1.177  2.445  -1.216  -0.37
C  0.878  1.092  -1.188  -0.49
C  -2.893  -0.647  -2.113  0.11
O  -2.992  0.490  -1.691  -0.56
O  -4.019  -1.294  -2.571  -0.33
H  -2.478  -1.880  -4.748  0.27
H  -3.418  -3.317  -5.231  0.38
H  -4.189  -1.736  -5.252  0.37
H  -5.608  -3.369  -2.166  0.39
H  -6.005  -2.610  -3.712  0.38
H  -5.249  -4.210  -3.690  0.40
H  0.398  -1.501  -1.524  0.39
H  -1.218  0.916  -3.881  0.33
H  -0.592  3.321  -3.990  0.36
H  0.860  4.332  -2.234  0.36
H  1.817  2.856  -0.436  0.37
H  1.359  0.398  -0.490  0.26

Properties
* energy above the lowest of the compared OMol25 structures with the same formula, charge and spin: 1.58 kJ/mol
* highest occupied orbital energy: -2.4 eV
* net charge: -1
* orbital gap: 4.32 eV

***

Entry from the OMol25 dataset: a molecular structure, C22H22AsBO8S6SbTc (ωB97M-V/def2-TZVPD).

Each line ends with the Mulliken charge.
CARTESIAN COORDINATES (ANGSTROEM)
Tc  -0.763  -0.755  -0.323  0.52
O  1.341  0.725  2.775  -0.51
As  -0.110  -0.220  3.088  0.93
O  0.085  -1.116  4.416  -0.76
O  -0.507  -0.995  1.636  -0.76
C  -1.515  1.089  3.326  -0.21
C  -2.041  1.112  4.611  -0.63
C  -3.083  1.970  4.944  -0.67
C  -3.603  2.828  3.995  -0.66
C  -3.091  2.826  2.704  -0.78
C  -2.061  1.954  2.382  0.80
S  -1.656  1.978  0.669  1.52
O  -0.097  1.631  0.649  0.21
O  -1.932  3.254  0.119  -0.62
O  -2.255  0.813  0.010  -0.73
H  1.999  0.399  3.405  0.27
H  -1.620  0.438  5.347  0.56
H  -3.483  1.964  5.948  0.41
H  -4.408  3.504  4.248  0.42
H  -3.482  3.499  1.956  0.53
S  -2.377  -2.972  -4.207  -0.53
Sb  -0.362  -2.548  -3.376  0.75
S  -0.497  -0.211  -2.408  -0.24
S  -0.775  -2.823  -0.828  -0.28
S  1.562  -3.227  -4.238  -0.51
C  8.181  -2.629  0.405  -2.17
C  6.906  -2.640  1.248  2.24
C  6.692  -4.059  1.789  -1.59
C  7.108  -1.675  2.423  -1.65
C  5.674  -2.232  0.441  0.29
C  5.710  -2.084  -0.946  -0.26
C  4.588  -1.749  -1.703  -1.82
C  3.420  -1.564  -1.010  0.63
O  2.166  -1.228  -1.479  -0.05
B  1.357  -1.220  -0.366  1.45
O  2.062  -1.495  0.789  -0.37
C  3.360  -1.715  0.363  -0.05
C  4.459  -2.048  1.115  -0.78
H  9.035  -2.869  1.040  0.44
H  8.361  -1.652  -0.041  0.46
H  8.148  -3.371  -0.391  0.41
H  7.560  -4.379  2.366  0.43
H  6.543  -4.766  0.972  0.37
H  5.818  -4.108  2.438  0.34
H  8.003  -1.952  2.982  0.46
H  6.270  -1.695  3.118  0.31
H  7.230  -0.651  2.070  0.37
H  6.640  -2.231  -1.470  0.44
H  4.627  -1.652  -2.777  0.53
H  4.368  -2.171  2.183  0.53
S  0.919  2.418  -0.526  -0.12
C  1.398  3.836  0.396  0.42
C  1.246  5.072  -0.220  -0.38
C  1.704  6.212  0.424  -0.64
C  2.257  6.115  1.690  -0.40
C  2.376  4.876  2.311  -0.65
C  1.970  3.726  1.660  -0.23
H  0.762  5.140  -1.183  0.46
H  1.598  7.176  -0.052  0.38
H  2.595  7.006  2.200  0.39
H  2.806  4.806  3.301  0.41
H  2.077  2.753  2.121  0.34

Properties
* energy above the lowest of the compared OMol25 structures with the same formula, charge and spin: 523.28 kJ/mol
* highest occupied orbital energy (alpha / beta): -8.3 / -8.3 eV
* net charge: 0
* orbital gap (alpha / beta): 6.07 / 6.03 eV

***

Entry from the OMol25 dataset: a molecular structure, C22H22BF2MoN7S (ωB97M-V/def2-TZVPD).

Each line ends with the Mulliken charge.
CARTESIAN COORDINATES (ANGSTROEM)
Mo  -0.940  1.363  0.474  0.36
C  -1.567  -1.854  3.205  -1.20
C  -1.753  -1.303  1.954  -0.45
N  -1.040  -0.165  1.849  0.33
N  -0.402  0.028  3.035  -0.11
C  -0.705  -0.976  3.854  -0.08
B  0.312  1.388  3.326  0.07
N  1.344  1.683  2.187  0.05
C  2.660  1.886  2.275  -0.11
C  3.127  2.407  1.077  -1.21
C  2.011  2.496  0.268  -0.29
N  0.931  2.073  0.944  0.40
N  -0.763  2.478  3.265  -0.17
C  -1.085  3.423  4.156  -0.05
C  -2.050  4.243  3.606  -1.15
C  -2.270  3.729  2.337  -0.23
N  -1.491  2.658  2.126  0.41
H  -1.991  -2.760  3.596  0.45
H  -2.353  -1.649  1.126  0.71
H  -0.288  -1.009  4.847  0.50
H  0.862  1.348  4.378  -0.03
H  3.181  1.659  3.190  0.51
H  4.136  2.689  0.835  0.46
H  1.913  2.851  -0.746  0.57
H  -0.612  3.439  5.123  0.48
H  -2.532  5.087  4.063  0.43
H  -2.949  4.071  1.578  0.57
F  -1.091  3.078  -0.948  -0.21
C  -2.291  2.307  -0.833  0.14
F  -3.270  3.076  -0.387  -0.17
H  -2.523  1.916  -1.827  0.41
N  -0.835  -0.080  -1.000  -0.17
S  0.048  -1.475  -0.948  0.18
C  1.575  -1.137  -1.794  0.40
C  1.771  0.023  -2.527  -0.06
C  2.987  0.204  -3.172  -0.84
C  3.977  -0.763  -3.075  -0.50
C  3.765  -1.917  -2.331  -0.65
C  2.559  -2.112  -1.679  -0.47
C  -0.778  -2.601  -2.017  0.69
C  -1.439  -3.658  -1.404  -0.39
C  -2.133  -4.557  -2.202  -0.72
C  -2.154  -4.385  -3.578  -0.44
C  -1.479  -3.325  -4.177  -0.73
C  -0.776  -2.424  -3.398  -0.32
H  -1.158  0.083  -1.951  0.21
H  0.993  0.771  -2.602  0.53
H  3.158  1.096  -3.757  0.46
H  4.922  -0.619  -3.580  0.45
H  4.541  -2.666  -2.255  0.43
H  2.390  -3.011  -1.098  0.46
H  -1.402  -3.788  -0.331  0.49
H  -2.648  -5.393  -1.750  0.42
H  -2.690  -5.091  -4.196  0.42
H  -1.490  -3.214  -5.251  0.42
H  -0.215  -1.620  -3.858  0.38

Properties
* energy above the lowest of the compared OMol25 structures with the same formula, charge and spin: 5.85 kJ/mol
* multiplicity: 3
* highest occupied orbital energy (alpha / beta): -14.6 / -15.0 eV
* net charge: +2
* orbital gap (alpha / beta): 7.33 / 7.74 eV

***

Entry from the OMol25 dataset: a molecular structure, C22H22Br2InN3O2SSe (ωB97M-V/def2-TZVPD).

Each line ends with the Mulliken charge.
CARTESIAN COORDINATES (ANGSTROEM)
In  1.246  0.121  -1.063  1.22
Br  -1.854  3.949  -2.177  -0.06
C  -2.124  2.107  -2.383  -0.23
C  -3.323  1.651  -2.975  -0.37
C  -3.572  0.318  -3.119  -0.01
Br  -5.192  -0.241  -3.890  -0.14
C  -2.618  -0.637  -2.678  0.51
C  -2.770  -2.033  -2.786  -0.57
C  -1.791  -2.882  -2.330  -0.98
C  -0.639  -2.340  -1.766  -0.13
N  -0.471  -1.031  -1.631  -0.39
C  -1.435  -0.158  -2.080  0.48
C  -1.176  1.235  -1.920  0.71
O  -0.049  1.627  -1.311  -0.83
H  -4.048  2.378  -3.315  0.48
H  -3.668  -2.431  -3.241  0.44
H  -1.899  -3.954  -2.402  0.45
H  0.154  -2.981  -1.403  0.50
C  4.357  -2.373  0.579  -0.86
N  4.637  -0.957  0.823  0.30
C  5.212  -0.450  1.967  -0.38
C  5.323  0.887  1.797  -0.38
N  4.812  1.179  0.554  0.28
C  4.752  2.520  -0.042  -0.85
C  4.392  0.048  -0.026  -0.42
Se  3.672  -0.078  -1.769  -0.07
H  4.844  -2.953  1.357  0.34
H  4.749  -2.664  -0.391  0.39
H  3.285  -2.551  0.614  0.29
H  5.512  -1.081  2.786  0.47
H  5.742  1.644  2.438  0.48
H  5.222  3.214  0.647  0.33
H  3.716  2.806  -0.203  0.33
H  5.286  2.530  -0.988  0.38
C  -5.130  -0.375  0.530  -1.61
C  -3.717  -0.014  0.892  0.64
C  -3.310  1.315  0.957  -0.63
C  -2.008  1.650  1.300  -0.64
C  -1.110  0.632  1.588  0.91
C  -1.489  -0.709  1.539  -0.61
C  -2.786  -1.019  1.186  -0.64
S  0.540  1.099  1.958  0.28
C  0.793  0.338  3.541  -1.07
O  1.479  0.241  1.034  -0.41
H  -5.691  0.494  0.194  0.39
H  -5.644  -0.796  1.396  0.40
H  -5.152  -1.130  -0.258  0.34
H  -4.014  2.102  0.717  0.41
H  -1.692  2.686  1.311  0.45
H  -0.780  -1.498  1.760  0.38
H  -3.094  -2.058  1.138  0.49
H  0.487  -0.705  3.498  0.34
H  0.186  0.891  4.258  0.44
H  1.849  0.434  3.786  0.43

Properties
* highest occupied orbital energy: -13.3 eV
* net charge: +2
* orbital gap: 7.14 eV

***

Entry from the OMol25 dataset: a molecular structure, C22H22BrCl4IrN4O4S in a non-equilibrium geometry (ωB97M-V/def2-TZVPD).

Each line ends with the Mulliken charge.
CARTESIAN COORDINATES (ANGSTROEM)
Ir  -0.043  0.267  0.281  2.08
N  -1.835  -0.465  0.757  -0.41
C  -2.007  -0.692  2.202  -0.74
C  -0.726  -1.332  2.674  -0.55
N  0.392  -0.500  2.158  0.02
C  0.810  0.619  3.061  -0.34
C  0.088  1.901  2.682  -0.71
N  0.223  2.087  1.227  -0.55
H  -2.541  0.189  0.248  0.25
H  -1.886  -1.353  0.255  0.54
H  -2.875  -1.326  2.388  0.51
H  -2.184  0.273  2.671  0.17
H  -0.620  -2.323  2.228  0.37
H  -0.673  -1.434  3.758  0.46
H  1.222  -1.096  2.011  -0.40
H  1.890  0.728  2.941  0.30
H  0.614  0.354  4.101  0.41
H  0.482  2.753  3.237  0.52
H  -0.977  1.836  2.887  0.16
H  1.141  2.464  0.995  0.42
H  -0.508  2.704  0.830  0.21
Cl  0.272  -0.308  -6.450  -0.14
C  0.186  -0.638  -4.784  0.54
C  0.074  -2.009  -4.346  0.43
Cl  0.040  -3.250  -5.511  -0.14
C  -0.007  -2.315  -3.015  0.05
Cl  -0.153  -3.918  -2.437  -0.17
C  0.021  -1.265  -2.062  -0.14
O  -0.044  -1.467  -0.796  -0.89
C  0.135  0.097  -2.502  0.47
O  0.142  1.008  -1.585  -0.74
C  0.216  0.394  -3.879  0.06
Cl  0.328  2.032  -4.344  -0.13
Br  -0.704  4.588  -1.336  -0.14
C  -2.407  4.204  -2.104  0.05
C  -2.820  5.090  -3.088  -0.68
C  -4.034  4.895  -3.727  -0.50
C  -4.826  3.806  -3.394  -0.65
C  -4.393  2.919  -2.425  -0.42
C  -3.184  3.103  -1.752  0.59
C  -2.831  2.094  -0.693  0.71
O  -3.251  0.913  -0.846  -0.88
O  -2.146  2.446  0.289  -0.80
H  -2.191  5.929  -3.349  0.42
H  -4.354  5.596  -4.487  0.39
H  -5.773  3.646  -3.891  0.40
H  -4.982  2.051  -2.164  0.43
S  3.295  -1.523  1.109  -0.52
C  4.029  -2.794  1.948  0.43
N  5.318  -2.653  2.364  -0.06
C  6.040  -3.603  3.009  -0.16
C  5.479  -4.805  3.295  -0.65
C  4.145  -5.020  2.894  -0.16
C  3.441  -4.048  2.241  -0.56
H  5.748  -1.764  2.145  0.24
H  7.055  -3.335  3.263  0.40
H  6.049  -5.564  3.807  0.40
H  3.676  -5.974  3.099  0.40
H  2.426  -4.213  1.911  0.38

Properties
* energy above the lowest of the compared OMol25 structures with the same formula, charge and spin: 210.42 kJ/mol
* multiplicity: 2
* highest occupied orbital energy (alpha / beta): -10.7 / -10.7 eV
* net charge: +1
* orbital gap (alpha / beta): 7.29 / 5.50 eV